1.
Computed, not measured: C39H64Cl2N7O13PPbS as an isolated structure, with ωB97M-V with the def2-TZVPD basis set.

Geometry as XYZ:
```
128
Properties=species:S:1:pos:R:3:forces:R:3:lowdin_charge:R:1
Pb -0.7181 -1.2323 0.8231 0.472 -0.490 0.276 1.38
Cl 4.7678 -0.6313 0.2890 0.200 0.284 -0.551 0.49
Cl 2.6125 -2.2158 1.4896 0.833 0.346 -0.086 0.65
S -2.4120 5.3925 -1.8409 -0.515 0.488 -0.533 0.63
P -0.5677 -2.1516 -2.6396 -0.105 -0.534 -1.219 0.63
O -0.6572 -2.1022 3.4375 -0.532 -0.528 0.022 -0.21
O -3.7155 2.7294 0.6809 -0.073 0.160 -0.032 0.06
O 4.2860 0.9601 3.8013 0.183 -0.062 -0.124 0.04
O -4.0078 -1.3243 -0.2961 0.355 0.346 0.340 0.02
O -2.9640 -3.5043 2.7433 -0.402 -0.012 0.030 -0.09
O 1.1089 0.9874 -1.0669 0.040 0.338 -0.059 -0.13
O -0.0006 2.6805 0.8018 0.065 0.171 -0.062 -0.07
O 1.2387 -2.9309 4.2912 -0.108 -0.022 0.132 0.01
O 0.7963 -5.0779 2.4965 -0.024 0.000 0.035 0.02
O -3.5198 0.5511 0.8852 -0.279 0.122 0.744 -0.01
O -3.4897 6.3461 -1.9659 0.038 -0.327 0.447 -0.32
O -0.2919 -3.6055 1.2389 -0.432 0.565 -0.741 -0.25
O -1.4111 5.4170 -2.8744 0.250 -0.368 0.366 -0.30
N 0.0185 0.4849 2.9711 -0.509 0.369 0.628 -0.03
N -0.2955 -1.2790 -1.4096 -0.209 -0.506 -0.598 -0.38
N -0.8617 -1.3048 -4.1231 0.095 -0.415 0.830 -0.21
N -3.0950 3.8879 -1.7901 0.068 0.916 -0.142 -0.12
N -1.8546 -3.2807 -2.6581 0.418 0.892 0.269 -0.20
N 0.7339 -3.1266 -3.1695 -0.392 0.483 0.462 -0.22
N 3.4514 2.5799 5.1114 0.155 0.036 -0.120 -0.06
C 3.3185 1.4323 4.3828 -0.066 0.212 0.128 -0.40
C 3.0346 -3.8160 -2.8517 -0.181 -0.248 0.140 -0.18
C -2.4959 5.7358 0.8413 -0.069 -0.034 0.169 -0.06
C -2.3528 0.2352 -5.2929 0.097 0.135 0.193 -0.18
C 1.2970 0.3156 5.4340 0.056 0.247 -0.378 -0.03
C -0.0132 5.9395 3.6744 -0.030 -0.116 -0.074 -0.05
C -2.7912 1.5261 -1.1896 0.068 0.371 0.144 -0.08
C 0.3204 -2.9250 3.4801 0.278 -0.289 -0.007 -0.64
C 2.4017 3.2969 7.2499 -0.009 0.051 -0.312 -0.07
C -2.1188 2.8122 -1.6603 0.502 -0.399 -0.034 -0.22
C -3.3775 1.6555 0.2121 0.095 0.156 -0.430 -0.53
C 1.8449 -4.2801 -4.9984 -0.130 -0.190 0.152 -0.19
C 1.2803 0.8619 3.1088 0.478 0.059 0.391 -0.10
C -1.9571 5.8475 2.1076 -0.041 -0.029 -0.179 -0.03
C -1.6474 5.6290 -0.2420 -0.204 -0.084 -0.664 -0.28
C -2.9843 -3.3788 -3.5412 -0.047 -0.068 -0.516 -0.23
C -0.5781 5.8636 2.2879 0.050 0.095 -0.069 -0.27
C 0.2553 5.7613 1.1813 -0.151 0.101 0.041 -0.04
C -1.1611 0.8826 -5.9951 -0.075 -0.235 -0.182 -0.21
C 2.3588 3.2978 5.7210 -0.369 0.128 0.242 -0.21
C -0.6103 -0.0492 4.0299 0.414 1.172 0.169 -0.16
C 2.8929 -4.7951 -4.0156 0.151 0.263 -0.124 -0.22
C -0.2776 5.6396 -0.0909 0.077 0.005 -0.084 -0.06
C -3.1360 -0.8226 0.3446 -0.599 -0.995 -0.867 -0.40
C -3.2890 -4.8552 -3.8399 -0.194 0.204 0.152 -0.19
C 0.0045 -0.1136 5.2943 -0.087 0.009 -0.069 -0.04
C 1.9606 0.8509 4.3165 -0.393 -0.536 -0.102 -0.14
C -2.0842 -3.9395 -1.3901 0.253 -0.368 0.344 -0.23
C -0.0058 -0.1131 -6.0613 0.043 0.166 0.222 -0.19
C 4.7591 3.2039 5.1089 0.384 -0.151 0.022 -0.21
C 1.6722 -3.6155 -2.1887 0.450 0.271 0.256 -0.22
C 0.3105 -0.6349 -4.6591 0.391 -0.059 -0.533 -0.23
C 0.5254 -4.0452 -4.2606 -0.021 0.084 -0.352 -0.24
C -2.3241 -5.4313 -1.6152 -0.190 0.162 0.130 -0.17
C 4.1791 -1.3870 1.7626 -0.510 -0.299 0.488 -0.96
C 0.2862 -3.9796 2.3209 0.363 -0.509 0.416 -0.68
C 5.6934 2.5786 6.1418 -0.101 0.111 -0.158 -0.07
C -1.9074 -0.3151 -3.9389 -0.505 0.151 -0.209 -0.25
C -3.5271 -5.6119 -2.5355 0.215 -0.138 -0.123 -0.21
H 3.8523 -4.9330 -4.5217 0.024 -0.077 0.005 0.10
H 4.0608 -0.5940 2.5076 -0.070 -0.375 -0.169 -0.01
H 1.7610 1.2492 2.2184 0.073 0.094 -0.081 0.12
H 0.4078 2.1206 0.1096 -0.009 -0.092 0.063 -0.01
H 3.2426 3.8814 7.6160 0.114 0.027 0.109 0.06
H -2.9487 -3.4984 -0.8758 -0.024 0.018 0.015 0.11
H 5.1961 3.0616 4.1150 -0.075 0.128 0.120 0.12
H -2.7403 -0.7679 -3.3961 -0.039 0.107 -0.008 0.10
H -2.2453 -2.9691 3.1249 0.202 -0.005 -0.021 -0.01
H -4.1686 -4.9237 -4.4892 0.041 0.019 -0.033 0.10
H -2.6125 5.8922 2.9650 -0.064 0.056 0.107 0.11
H 1.8115 0.2468 6.3833 -0.021 0.007 0.095 0.11
H 2.3802 4.3364 5.3663 -0.065 -0.099 -0.055 0.11
H 1.4846 3.7341 7.6390 -0.070 0.065 0.079 0.07
H 1.4240 2.8449 5.3903 0.097 0.160 -0.024 0.11
H 1.7159 -2.8754 -1.3880 0.107 -0.144 0.055 0.08
H -2.7435 -0.5793 -5.9080 -0.070 -0.055 0.006 0.11
H -4.4094 -5.2033 -2.0393 -0.144 0.001 0.036 0.11
H -1.2096 -3.7844 -0.7585 -0.068 -0.203 0.135 0.07
H 0.1462 -5.0148 -3.8992 -0.092 0.013 0.017 0.11
H -1.5257 0.5161 -3.3307 -0.070 -0.014 0.043 0.09
H 0.8834 0.3563 -6.4913 0.009 -0.014 -0.006 0.10
H 5.8287 1.5252 5.9084 0.033 -0.059 0.003 0.07
H -0.2228 -3.6086 -4.9252 -0.005 -0.158 -0.064 0.10
H 0.3468 5.5388 -0.9651 0.107 -0.047 -0.046 0.12
H 0.6112 0.2108 -4.0200 0.036 -0.045 0.043 0.12
H -2.4908 -5.9278 -0.6581 0.049 -0.007 0.046 0.11
H -2.0714 0.7021 -1.1888 -0.020 0.064 -0.183 0.07
H -1.6738 -0.1931 3.9155 0.008 -0.146 0.063 0.12
H -0.3200 2.0589 1.4649 -0.065 -0.198 0.168 0.00
H 2.4876 2.2807 7.6240 0.008 -0.112 0.078 0.07
H -2.7588 -2.8504 -4.4691 -0.062 0.009 0.017 0.10
H -2.4387 -5.2999 -4.3638 0.032 0.037 -0.070 0.10
H -1.4388 -5.8732 -2.0784 0.090 -0.026 0.031 0.10
H 0.5669 0.1819 -1.3064 0.052 -0.269 -0.089 -0.06
H 1.1356 -1.3472 -4.6849 -0.009 0.130 -0.014 0.09
H -1.3271 3.0798 -0.9508 -0.099 -0.123 -0.034 0.09
H 1.3262 5.7447 1.3212 0.110 -0.003 -0.005 0.11
H -3.7219 3.8577 -0.9903 -0.187 -0.001 0.193 0.08
H -0.8461 1.7581 -5.4241 0.020 0.117 0.006 0.11
H 3.3915 -2.8551 -3.2251 0.050 0.114 0.010 0.11
H -0.2884 -0.9555 -6.6968 0.037 -0.084 -0.051 0.11
H 1.6956 -4.9922 -5.8168 -0.016 0.033 0.001 0.10
H -1.6629 2.6843 -2.6446 0.026 -0.187 0.113 0.11
H -0.5296 -0.5452 6.1263 -0.053 -0.071 0.022 0.11
H -2.5730 -3.8273 1.9256 0.152 -0.060 -0.017 0.00
H 6.6628 3.0727 6.1139 0.132 0.013 0.061 0.07
H 5.2766 2.6644 7.1432 0.023 0.016 0.104 0.06
H -1.4385 1.2162 -7.0001 0.006 0.069 0.058 0.10
H 1.9171 0.6316 -0.6876 0.135 -0.124 -0.009 0.02
H -3.7144 -6.6728 -2.7331 -0.039 0.036 0.016 0.10
H 2.5753 -5.7661 -3.6290 0.006 -0.121 0.026 0.11
H -3.5610 5.7140 0.6734 -0.143 -0.009 0.131 0.11
H -0.6530 6.5358 4.3232 0.037 0.046 0.068 0.07
H -3.8785 -2.9223 -3.0829 0.021 0.017 -0.036 0.12
H 0.9914 6.3569 3.6682 0.066 0.040 0.064 0.07
H -3.6086 1.2589 -1.8671 0.043 -0.129 0.033 0.13
H 2.1871 -3.3359 -5.4267 0.005 0.066 -0.089 0.10
H 3.7557 -4.1878 -2.1219 0.026 0.012 0.053 0.11
H 4.9230 -2.1229 2.0684 -0.285 0.054 -0.023 0.03
H 1.3412 -4.5693 -1.7491 -0.040 -0.005 0.043 0.13
H -3.1485 0.9684 -5.1435 -0.063 -0.008 -0.017 0.11
H 0.0368 4.9322 4.0842 0.076 -0.104 0.162 0.08
H 4.6383 4.2751 5.2915 -0.072 -0.053 0.003 0.12
```
Positions in Å, forces in eV/Å.

## Properties
* highest occupied orbital energy: -2.70 eV
* charge: -2
* Kohn-Sham gap: 6.369 eV
* total energy: -128952.5549 eV
* max |F|: 0.02819 Eh/bohr
* energy relative to the best compared isomer or geometry (same formula, charge and spin): 0.893 eV

2.
Computed, not measured: C12H20Cl20F36NO4P5S2V2 as an isolated structure, with ωB97M-V with the def2-TZVPD basis set.

Geometry as XYZ:
```
102
Properties=species:S:1:pos:R:3:forces:R:3:lowdin_charge:R:1
V -1.1433 -2.0416 1.6443 -1.082 1.115 1.431 0.90
V -1.0259 3.0817 -0.5193 0.323 0.830 0.989 1.02
Cl 2.2995 3.2633 -6.3113 0.245 -0.389 0.126 0.47
Cl 2.9864 4.0724 0.8539 0.888 0.353 -0.362 0.55
Cl 4.0302 1.6528 -1.1997 0.148 -0.224 0.053 0.52
Cl 0.5591 -1.5100 3.5806 0.834 0.033 0.588 0.72
Cl -2.2225 -5.7018 -4.2701 -0.312 -0.180 -0.207 0.50
Cl 3.4380 -3.0360 0.7302 0.203 0.301 0.188 0.55
Cl -1.3592 1.1101 -3.8796 -0.657 -0.331 -0.740 0.58
Cl 3.8921 6.7019 -0.0057 0.507 -0.105 0.095 0.51
Cl 6.5009 -1.7461 -1.2071 0.512 -0.253 -0.087 0.54
Cl 6.0539 1.6384 0.9370 -0.500 0.116 0.033 0.46
Cl 0.8513 -4.0007 5.2908 0.074 0.759 -0.262 0.53
Cl 0.9728 -3.8197 -2.1669 0.277 -0.488 -0.044 0.55
Cl -6.0598 -4.8421 -0.9361 -1.092 -0.989 1.350 0.57
Cl -2.4111 -7.8611 -2.1993 0.041 0.715 -0.219 0.48
Cl 5.3356 -5.2347 0.2002 -0.406 -0.001 -0.368 0.48
Cl -3.9420 -2.9797 -1.4153 0.405 0.174 -0.034 0.58
Cl -4.2933 0.7382 -3.6829 0.615 0.010 -0.564 0.53
Cl -1.0463 -2.4369 -3.6265 -0.603 0.330 -0.144 0.54
Cl 4.1069 -1.7441 -2.7649 -0.453 -0.002 -0.138 0.52
Cl 2.1002 0.4710 -5.2978 0.234 0.227 0.188 0.51
S 0.7176 2.5870 3.6851 0.351 -3.517 0.084 0.51
S -0.0048 4.8789 2.6458 2.638 1.478 0.472 0.73
P -3.8230 -1.1359 2.2894 -3.511 1.210 0.162 0.18
P 0.0398 4.8979 -2.3507 -1.233 3.283 -0.968 0.24
P -0.6225 -4.8637 1.4630 -1.599 -3.364 0.314 0.27
P 0.2783 0.2108 0.0267 -0.280 1.221 1.837 0.25
P -3.8944 2.6058 -0.1386 -4.796 -1.812 1.667 0.25
F 1.3690 0.2105 -1.1608 -1.784 -0.266 0.675 -0.13
F 0.0332 -5.7100 0.2014 -0.698 1.073 1.403 -0.18
F -5.2082 -1.2355 1.4668 0.828 -0.395 0.146 -0.13
F 0.8970 0.7533 5.5939 -0.304 -0.964 0.725 0.12
F 0.3746 -3.6501 1.3028 2.409 0.604 -0.951 -0.21
F -3.4555 -2.6912 2.1672 -0.598 -1.393 -0.897 -0.16
F -4.6080 -1.5014 3.6387 0.522 0.410 0.379 -0.12
F 1.9480 2.5579 6.0047 1.614 0.613 1.454 0.17
F -0.7175 0.0965 1.3035 -1.382 0.969 1.409 -0.21
F -3.0197 -0.9178 0.8884 0.546 -0.124 -0.494 -0.18
F -4.0283 0.4344 2.5179 0.577 -1.093 0.047 -0.10
F -1.8283 4.3215 4.6521 0.389 1.417 -0.544 0.11
F -4.8963 2.7429 1.1738 1.352 1.532 -1.077 -0.16
F -1.5440 6.4894 4.2203 0.091 -0.673 0.079 0.13
F -1.0275 0.7554 -0.8154 1.083 -0.677 -0.997 -0.18
F -4.9914 3.3470 -1.1240 1.297 -0.631 0.840 -0.16
F 1.3592 -0.2316 1.1175 1.391 -0.119 -1.171 -0.16
F -0.2390 -1.3002 -0.1497 1.215 -1.447 -2.950 -0.18
F -0.6516 5.2269 -0.8962 0.045 0.144 0.476 -0.17
F -3.0817 3.9963 0.0363 -0.504 1.069 0.645 -0.15
F 0.6920 4.5255 -3.7724 -0.510 -0.239 0.868 -0.13
F -1.6367 -4.0162 0.4858 0.303 -0.345 -0.978 -0.21
F -2.3490 -1.0859 3.0343 0.771 0.822 0.985 -0.22
F -2.7738 1.9446 0.7992 0.555 -0.218 0.493 -0.15
F 1.1737 5.9826 -2.0851 -0.198 -0.804 0.090 -0.11
F 0.4670 1.7896 0.3606 1.628 -0.439 0.305 -0.18
F -0.2209 2.5762 6.1768 0.856 -0.809 0.129 0.11
F -2.7397 5.2302 2.9187 0.759 0.152 0.103 0.14
F -2.8696 2.3492 -1.3558 -0.858 -0.807 -1.792 -0.24
F -1.1865 3.8361 -2.5169 -0.353 -0.930 -1.111 -0.21
F -1.8718 -5.9186 1.6435 2.058 0.439 0.162 -0.14
F 0.7882 3.6779 -1.5524 1.140 -0.227 -0.389 -0.19
F -1.2623 -3.9359 2.6688 -0.238 -0.453 0.914 -0.22
F -0.9927 6.0126 -2.9883 1.386 -0.686 -0.065 -0.14
F -4.6674 1.1537 -0.3120 1.388 1.039 -1.114 -0.17
F 0.4111 -5.6020 2.5412 -1.594 0.679 -1.500 -0.18
O 0.6676 6.1399 2.3312 -1.498 -1.306 1.031 -0.33
O -0.3885 4.1418 1.4436 -0.141 -0.045 1.325 -0.40
O 1.7758 1.8785 2.9695 -0.659 0.105 0.994 -0.35
O -0.6476 2.2450 3.3387 0.571 0.061 0.330 -0.31
N 1.0716 4.0855 3.7994 -2.816 2.941 -2.359 -0.28
C -1.6549 5.2651 3.6991 -0.001 -1.197 -0.522 -0.58
C 0.8901 -2.1976 5.1929 -0.450 -0.726 0.604 -0.90
C 3.7570 -4.7470 0.9035 0.007 -0.308 0.452 -1.00
C -1.5898 -6.3621 -2.7706 0.674 -0.360 0.367 -1.03
C 4.5044 0.9149 0.3305 0.825 -0.253 0.174 -0.97
C 5.7053 -2.4608 -2.5934 -0.393 -0.351 -0.931 -1.03
C -2.8381 0.5555 -4.7336 -0.546 -0.288 0.412 -0.94
C 0.8592 2.0633 5.5297 -1.831 1.534 -3.117 -0.70
C 4.3466 4.9904 0.0691 -0.946 -0.738 0.164 -0.96
C -5.1071 -4.0798 -2.1135 0.277 0.648 -1.773 -1.11
C 0.6735 -2.6011 -3.4160 0.399 0.166 0.380 -1.03
C 1.9216 2.1847 -4.9108 -0.650 0.934 -0.627 -1.02
H -0.5577 -6.6608 -2.9540 -0.203 0.159 0.050 0.01
H 5.6078 -3.5455 -2.5468 -0.055 0.148 0.734 0.02
H 1.1028 -2.8775 -4.3790 0.154 -0.051 0.361 0.03
H -2.7826 -0.5068 -4.9712 0.398 0.133 0.323 -0.01
H 0.1201 -1.8503 5.8817 0.053 0.043 -0.336 0.03
H 2.8835 -5.2334 0.4693 0.532 -0.363 -0.230 0.02
H -4.6403 -4.8358 -2.7449 0.311 0.119 0.276 0.00
H 3.7177 1.0079 1.0792 0.128 0.282 -0.119 0.02
H 5.2396 4.7612 0.6507 -0.169 0.547 0.066 0.01
H 0.8638 2.4028 -4.7641 0.317 -0.355 0.382 -0.05
H 4.8216 -0.1172 0.1818 -0.593 0.117 -0.253 -0.05
H -5.7636 -3.4959 -2.7586 0.077 0.058 0.128 0.03
H 1.1078 -1.6970 -2.9894 -0.212 0.107 -0.463 -0.02
H 2.5411 2.5416 -4.0881 -0.079 -0.539 -0.090 0.02
H 1.8676 -1.8830 5.5583 -0.125 0.088 -0.530 0.04
H -2.9965 1.0818 -5.6749 0.189 0.370 0.418 0.03
H 3.8868 -5.0563 1.9406 -0.415 0.454 -0.050 0.03
H 6.1991 -2.2839 -3.5489 0.422 0.473 0.428 0.03
H -1.6161 -5.5723 -2.0199 -0.247 -0.322 0.080 0.00
H 4.4909 4.6342 -0.9509 -0.257 -0.009 0.183 0.01
```
Positions in Å, forces in eV/Å.

## Properties
* highest occupied orbital energy (spin up / spin down): -4.82 / -5.57 eV
* charge: -2
* Kohn-Sham gap (spin up / spin down): 7.875 / 8.626 eV
* total energy: -490250.2070 eV
* max |F|: 0.10485 Eh/bohr
* 2S+1: 7

3.
Computed, not measured: an isolated molecule of C3H7NO, with ωB97M-V with the def2-TZVPD basis set.

Geometry as XYZ:
```
12
Properties=species:S:1:pos:R:3:forces:R:3:lowdin_charge:R:1
O -1.6004 -1.4612 0.4924 -0.422 -0.146 0.301 -0.09
N -1.2867 -0.4449 -0.4162 0.475 0.357 -0.014 0.02
C 0.3639 1.1333 -1.0805 -0.057 0.029 -0.054 -0.05
C -0.1175 0.0184 -0.1959 -0.106 0.069 -0.059 -0.41
C 0.7681 -0.4318 0.9308 0.018 -0.112 0.064 -0.04
H 1.3319 0.8894 -1.5342 -0.155 -0.014 0.094 0.08
H 0.4847 -1.4303 1.2623 0.163 0.130 -0.012 0.07
H -0.3578 1.3388 -1.8740 0.073 -0.031 0.135 0.08
H 0.6506 0.2487 1.7849 0.033 -0.080 -0.165 0.09
H 0.5070 2.0447 -0.4839 -0.015 -0.169 -0.103 0.08
H -2.5652 -1.4851 0.4807 0.175 -0.068 -0.204 0.09
H 1.8215 -0.4200 0.6334 -0.181 0.037 0.016 0.08
```
Positions in Å, forces in eV/Å.

## Properties
* highest occupied orbital energy: -9.45 eV
* charge: 0
* Kohn-Sham gap: 10.523 eV
* total energy: -6760.6047 eV
* max |F|: 0.01156 Eh/bohr
* energy relative to the best compared isomer or geometry (same formula, charge and spin): 2.146 eV

The lowest max |F| belongs to which entry?
C3H7NO

Look up the charge of the first one.
-2

Which formula does entry 3 have?
C3H7NO